1.
The following is a DFT calculation (ωB97M-V with the def2-TZVPD basis set) of the ion C3H4N2S with charge +2.

The LUMO energy (spin up / spin down) is -0.437 / -0.548 Eh. The value obtained for the total energy is -16965.380 eV. The calculation puts the energy relative to the best compared isomer or geometry (same formula, charge and spin) at 0.00 kcal per mole. The total charge is +2. The expectation value of S² is 2.005. Its molecular weight is 100.146 g/mol. As for the spin multiplicity: 3.

The geometry in XYZ format:
```
10
Properties=species:S:1:pos:R:3:forces:R:3
S 1.511339 -2.085588 -1.179365 -0.1 -0.1 0.1
N -0.727627 -1.223895 0.749768 1.4 1.4 -1.6
N 1.014015 -0.603948 -0.679218 -1.0 -2.9 0.5
C -0.045201 -0.274156 0.098937 -0.5 -0.3 0.7
C -0.322702 1.132731 0.170086 -3.5 0.6 1.5
C -1.623852 -1.766282 1.325427 -0.8 -0.6 0.6
H 1.600037 0.134732 -0.893957 1.8 2.2 -1.0
H -0.784088 1.528934 -0.758747 -0.3 -0.7 -0.2
H -1.105348 1.349259 0.989179 1.4 -0.2 -1.1
H 0.483427 1.808212 0.177890 1.7 0.6 0.6
```
Forces are in eV/Å.

=====

2.
The following is a DFT calculation (ωB97M-V with the def2-TZVPD basis set) of the ion C3H4N3 with charge +1.

The LUMO energy is -0.158 Eh. The value obtained for the total energy is -7633.433 eV. The calculation puts the energy relative to the best compared isomer or geometry (same formula, charge and spin) at 66.25 kcal per mole. The total charge is +1. Its molecular weight is 82.086 g/mol. Its structure (SMILES) is [NH2+]=C=NN1C=C1.

The geometry in XYZ format:
```
10
Properties=species:S:1:pos:R:3:forces:R:3
N 1.220477 0.655955 -0.360512 1.6 0.4 -1.7
N -2.326929 0.133198 -0.047376 -1.1 -0.3 0.1
N -0.011127 0.856889 0.104480 -2.2 -0.2 0.8
C 2.201077 -0.047396 0.471154 -1.0 -1.1 -0.6
C -1.080984 0.375630 0.004246 0.4 1.2 0.5
C 1.565609 -0.757878 -0.399035 1.6 0.4 1.2
H -2.887241 0.395599 -0.853295 0.2 0.0 0.0
H -2.834258 -0.195833 0.772234 0.2 -0.1 -0.2
H 1.293304 -1.618939 -0.957109 0.0 -0.4 -0.4
H 2.860070 0.202779 1.265214 0.4 0.1 0.3
```
Forces are in eV/Å.

=====

3.
The following is a DFT calculation (ωB97M-V with the def2-TZVPD basis set) of the ion C3H4N3 with charge +1.

The LUMO energy is -0.209 Eh. The value obtained for the total energy is -7631.897 eV. The calculation puts the energy relative to the best compared isomer or geometry (same formula, charge and spin) at 101.69 kcal per mole. The total charge is +1. Its molecular weight is 82.086 g/mol.

The geometry in XYZ format:
```
10
Properties=species:S:1:pos:R:3:forces:R:3
N 1.610404 -1.364829 0.000989 1.0 -3.2 -0.1
N 2.326060 -0.327457 -0.003501 -1.0 1.8 0.1
N 0.373863 -0.938562 0.023956 -0.2 2.6 0.0
C 2.378856 0.838117 -0.001474 1.7 -0.6 -0.1
C -0.225887 0.178394 0.040109 -0.9 -1.6 0.0
C -1.058871 -1.073065 -0.011236 -1.2 -0.4 0.0
H -1.508274 -1.386858 -0.948323 0.1 0.0 0.0
H 2.846893 1.787950 -0.025007 -0.1 0.8 0.0
H -0.190920 1.239402 0.086704 0.2 0.5 0.0
H -1.549692 -1.446429 0.882784 0.2 0.0 0.0
```
Forces are in eV/Å.

=====

4.
The following is a DFT calculation (ωB97M-V with the def2-TZVPD basis set) of a cluster of 2 separate species, C3H4N3OS in total.

The LUMO energy is -0.232 Eh. The value obtained for the total energy is -20514.398 eV. The calculation puts the energy relative to the best compared isomer or geometry (same formula, charge and spin) at 180.19 kcal per mole. The total charge is +1. Its molecular weight is 130.152 g/mol.

The geometry in XYZ format:
```
12
Properties=species:S:1:pos:R:3:forces:R:3
S -2.010909 0.124120 1.916294 0.6 -0.5 0.1
O -0.656819 -0.671051 2.682801 -3.5 0.2 3.3
N -1.555757 0.731678 -1.421200 2.8 0.5 2.1
N 1.298997 0.606028 -1.046204 1.4 0.8 -2.7
N 0.307540 -0.858211 1.951885 3.2 -0.1 -2.1
C 0.197006 -0.356247 0.749474 -0.5 0.0 -0.6
C -1.127509 0.161942 0.587229 0.8 1.3 -5.4
C 1.390390 -0.333776 -0.254447 -3.0 -0.2 3.2
H 2.039293 -1.095494 0.106513 1.5 -0.5 -0.9
H -0.537167 1.209453 -1.686446 -2.8 -1.4 1.5
H -1.390858 -0.214406 -1.813069 -0.2 0.1 0.4
H 2.045794 0.695963 -1.772830 -0.4 -0.2 1.0
```
Forces are in eV/Å.

=====

5.
The following is a DFT calculation (ωB97M-V with the def2-TZVPD basis set) of a structure of composition C3H4N4.

The LUMO energy (spin up / spin down) is -0.068 / -0.068 Eh. The value obtained for the total energy is -9130.769 eV. The calculation puts the energy relative to the best compared isomer or geometry (same formula, charge and spin) at 140.41 kcal per mole. The total charge is 0. Its molecular weight is 96.093 g/mol.

The geometry in XYZ format:
```
11
Properties=species:S:1:pos:R:3:forces:R:3
N 2.565397 -0.953984 0.118618 -1.9 1.8 -0.1
N -1.978692 0.458172 0.172557 2.5 0.3 -0.9
N 0.580770 0.951388 0.981377 -1.5 0.4 -0.8
N -0.194774 -1.586801 -1.439248 0.2 0.8 1.3
C -0.794843 0.115250 0.223108 -0.1 2.0 1.5
C 1.495595 -0.444971 -0.032417 1.4 -3.6 -0.7
C 0.110390 -0.800017 -0.473338 0.9 -0.9 -1.5
H 1.137263 0.815861 1.820301 -0.7 -0.2 0.1
H -2.332118 1.145595 -0.497813 -0.7 -0.5 0.8
H -1.213048 -1.622888 -1.553761 0.1 0.1 0.1
H 0.624060 1.922395 0.680616 -0.3 -0.1 0.3
```
Forces are in eV/Å.

=====

6.
The following is a DFT calculation (ωB97M-V with the def2-TZVPD basis set) of an isolated molecule of C3H4N4.

The LUMO energy is 0.006 Eh. The value obtained for the total energy is -9133.817 eV. The calculation puts the energy relative to the best compared isomer or geometry (same formula, charge and spin) at 70.12 kcal per mole. The total charge is 0. Its molecular weight is 96.093 g/mol. Its structure (SMILES) is [H]/N=C(\C#N)NN=C.

The geometry in XYZ format:
```
11
Properties=species:S:1:pos:R:3:forces:R:3
N 1.025700 1.743570 -0.020704 0.1 0.4 -0.1
N -0.150857 -0.247818 -0.022860 1.8 -1.3 0.4
N -1.355972 0.279616 -0.199628 0.3 1.8 -0.1
N 3.201672 -0.952782 -0.169809 -1.3 0.7 0.5
C -2.345269 -0.471581 -0.070062 0.0 -0.6 0.4
C 1.026998 0.485731 0.013971 -0.7 0.8 -0.2
C 2.217939 -0.360494 -0.000608 1.4 -0.7 -0.5
H 1.936951 2.187599 -0.072200 0.1 -0.3 0.1
H -0.040211 -1.120598 0.480563 -0.5 -0.4 -0.2
H -3.306255 -0.032602 -0.106136 -0.9 0.2 -0.3
H -2.210691 -1.510638 0.167468 -0.2 -0.7 0.2
```
Forces are in eV/Å.

=====

7.
The following is a DFT calculation (ωB97M-V with the def2-TZVPD basis set) of an isolated molecule of C3H4N4.

The LUMO energy (spin up / spin down) is -0.023 / -0.018 Eh. The value obtained for the total energy is -9130.011 eV. The calculation puts the energy relative to the best compared isomer or geometry (same formula, charge and spin) at 157.89 kcal per mole. The total charge is 0. Its molecular weight is 96.093 g/mol.

The geometry in XYZ format:
```
11
Properties=species:S:1:pos:R:3:forces:R:3
N -0.733301 0.625833 -0.660226 -0.1 0.7 -0.2
N 0.022053 1.621593 -1.173142 -0.1 0.1 0.2
N 2.239206 -0.049190 0.940438 -0.2 -0.1 0.0
N -1.133073 -1.533959 1.684212 0.1 0.1 0.2
C 1.245957 -0.539129 0.565962 -0.5 -0.1 -0.3
C -0.060766 -0.534077 -0.474014 0.4 -0.5 0.5
C -0.407996 -1.286760 0.738184 0.3 0.2 -0.1
H 1.024425 1.614747 -0.981349 -0.1 -0.3 0.0
H 0.314341 -1.150867 -1.296726 0.0 0.2 0.1
H -0.383465 2.531149 -0.985409 0.0 -0.2 -0.1
H -2.127381 -1.299340 1.642069 0.1 -0.1 -0.2
```
Forces are in eV/Å.

=====

8.
The following is a DFT calculation (ωB97M-V with the def2-TZVPD basis set) of a cluster of 2 separate species, C3H4N4 in total.

The LUMO energy (spin up / spin down) is -0.060 / -0.020 Eh. The value obtained for the total energy is -9127.441 eV. The calculation puts the energy relative to the best compared isomer or geometry (same formula, charge and spin) at 217.14 kcal per mole. The total charge is 0. Its molecular weight is 96.093 g/mol.

The geometry in XYZ format:
```
11
Properties=species:S:1:pos:R:3:forces:R:3
N -0.536850 0.710363 0.073913 -3.3 -2.4 -1.0
N -2.366511 -0.298622 -0.096222 -1.7 -0.6 -0.6
N -1.411286 -1.260104 -0.128707 0.1 0.5 0.2
N -1.936162 0.891222 -0.043040 1.6 -1.2 0.6
C -0.289272 -0.599199 -0.052480 3.6 -2.7 0.9
C 0.232553 1.716056 0.141016 -0.6 5.3 -0.1
C 1.660116 -1.606714 0.154109 -2.5 7.2 -2.0
H 1.464174 -2.563311 0.199584 -1.2 -4.9 0.6
H 1.206178 1.501409 0.321446 2.9 0.1 0.4
H -0.310485 2.704255 0.083744 1.3 -1.2 0.2
H 2.287546 -1.195358 -0.653363 -0.2 -0.1 0.8
```
Forces are in eV/Å.

=====

9.
The following is a DFT calculation (ωB97M-V with the def2-TZVPD basis set) of an isolated molecule of C3H4N4.

The LUMO energy is 0.004 Eh. The value obtained for the total energy is -9131.890 eV. The calculation puts the energy relative to the best compared isomer or geometry (same formula, charge and spin) at 114.56 kcal per mole. The total charge is 0. Its molecular weight is 96.093 g/mol.

The geometry in XYZ format:
```
11
Properties=species:S:1:pos:R:3:forces:R:3
N -0.701317 -0.394286 -0.302848 0.1 0.1 0.1
N 2.702905 0.018950 0.171854 0.0 -0.1 -0.1
N -3.722212 -1.240545 -1.010769 0.9 0.9 0.6
N -2.915061 -0.596182 -0.550064 -1.0 -0.8 -0.6
C -1.932559 0.115698 -0.037269 0.2 0.1 0.1
C 1.631765 -0.589836 -0.295130 0.2 0.4 0.3
C 0.402381 0.125945 0.093680 -0.1 -0.2 -0.1
H 3.613873 -0.374101 -0.024443 -0.2 0.1 0.1
H 0.425723 1.059581 0.697571 0.0 -0.2 -0.1
H 2.714306 0.876068 0.731382 -0.1 -0.1 -0.1
H -2.219801 0.998713 0.526040 0.1 -0.1 -0.1
```
Forces are in eV/Å.

=====

10.
The following is a DFT calculation (ωB97M-V with the def2-TZVPD basis set) of an isolated molecule of C3H4N4O.

The LUMO energy is -0.015 Eh. The value obtained for the total energy is -11179.983 eV. The calculation puts the energy relative to the best compared isomer or geometry (same formula, charge and spin) at 91.92 kcal per mole. The total charge is 0. Its molecular weight is 112.092 g/mol. Its structure (SMILES) is N/N=c1/cncno1.

The geometry in XYZ format:
```
12
Properties=species:S:1:pos:R:3:forces:R:3
O -0.008743 -1.028938 -0.261687 -0.1 0.3 0.2
N -1.960391 0.960306 -0.007232 1.0 0.3 -0.2
N -1.373206 -1.391167 -0.094178 -1.0 1.4 0.5
N 2.412931 -0.426779 0.006498 0.6 0.3 0.0
N 1.574042 0.656845 -0.016540 0.3 -1.1 -0.1
C 0.364681 0.304438 -0.127094 -1.7 -1.1 -0.1
C -2.233433 -0.415887 0.066593 1.2 -1.5 0.0
C -0.699723 1.249631 -0.134816 -0.2 1.0 0.1
H -3.271841 -0.782372 0.300848 1.2 0.7 -0.5
H -0.216833 2.262358 -0.239895 -1.5 -0.5 0.2
H 2.032627 -1.303453 0.438165 1.0 1.3 -0.6
H 3.379884 -0.084982 0.069343 -0.9 -1.0 0.5
```
Forces are in eV/Å.